No. 1
Formula: C5H10N3O
Source: the Open Molecules 2025 dataset
Level of theory: ωB97M-V with the def2-TZVPD basis set

HOMO energy (spin up / spin down): -13.14 / -12.92 eV
Orbital gap (spin up / spin down): 9.156 / 7.187 eV
Molar mass: 128.16 g/mol
Net charge: +1
Largest force on an atom: 0.092 Eh/bohr
Calculated total energy: -11853.1150 eV

```
19
C5H10N3O, DFT ωB97M-V with the def2-TZVPD basis set
C -1.331 0.210 0.332
C -0.868 -0.811 1.117
C 0.819 0.133 0.054
C -1.683 -1.759 1.939
C -0.612 1.843 -1.287
N -0.299 0.732 -0.344
N 0.461 -0.821 0.879
N 3.738 0.009 -1.364
O 3.226 -0.204 -0.259
H -2.307 0.562 0.008
H -1.819 -1.313 2.881
H -2.585 -1.803 1.345
H -1.058 -2.626 1.938
H -0.054 1.706 -2.234
H -1.644 1.735 -1.537
H -0.242 2.712 -0.801
H 1.315 -1.319 1.312
H 3.976 0.984 -1.836
H 3.989 -0.898 -1.838
```

These are the Löwdin partial charges, in e, on atoms 1 to 5: C -0.021; C -0.260; C 0.036; C 0.024; C 0.046

=====

No. 2
Formula: C5H10N3O
Source: the Open Molecules 2025 dataset
Level of theory: ωB97M-V with the def2-TZVPD basis set

HOMO energy (spin up / spin down): -13.80 / -13.28 eV
Orbital gap (spin up / spin down): 9.267 / 9.007 eV
Molar mass: 128.16 g/mol
Net charge: +1
Largest force on an atom: 0.079 Eh/bohr
Calculated total energy: -11850.9691 eV

```
19
C5H10N3O, DFT ωB97M-V with the def2-TZVPD basis set
C 0.326 1.189 0.866
C -2.479 -1.136 -0.476
C -1.172 -0.602 -0.597
C 1.131 2.173 1.706
C 1.014 -0.747 -1.515
N -0.591 1.661 0.191
N 0.715 -0.165 0.755
N 0.139 -1.009 -0.239
O -1.814 -0.845 -1.700
H -2.630 -2.264 -0.306
H -3.362 -0.598 -0.306
H 1.999 2.325 1.111
H 1.547 1.762 2.712
H 0.524 3.035 1.635
H 2.056 -1.217 -1.569
H 0.582 -1.130 -2.406
H 1.091 0.264 -1.646
H 0.837 -0.642 1.649
H 0.087 -2.054 0.135
```

These are the Löwdin partial charges, in e, on atoms 1 to 5: C -0.506; C 0.009; C -0.304; C 0.008; C 0.081